# 1
C19H46N3Na2O9 | ωB97M-V with the def2-TZVPD basis set

The geometry in ORCA input format:
```
! wB97M-V def2-TZVPD RIJCOSX def2/J DEFGRID3
* xyz 1 1
Na 24.675 20.874 2.848
Na 27.987 19.651 1.728
O 24.946 18.638 -0.796
C 24.779 19.299 0.348
O 23.929 20.198 0.405
O 25.575 19.054 1.325
H 24.216 18.980 -1.363
C 31.684 13.232 4.556
O 30.475 13.794 4.179
C 29.401 13.280 4.967
C 28.086 13.768 4.401
N 27.709 15.029 5.016
C 26.324 15.434 5.152
C 25.656 15.632 3.804
O 24.273 15.925 4.008
C 23.626 16.389 2.849
H 31.770 12.178 4.259
H 31.783 13.291 5.645
H 32.492 13.752 4.048
H 29.501 13.656 5.995
H 29.495 12.188 5.029
H 27.290 13.045 4.585
H 28.188 13.899 3.316
H 28.365 15.788 4.967
H 26.257 16.281 5.837
H 25.806 14.644 5.711
H 25.655 14.665 3.286
H 26.192 16.388 3.217
H 24.089 17.330 2.527
H 22.614 16.646 3.167
H 23.569 15.683 2.017
C 21.497 21.349 -9.025
O 21.429 21.923 -7.731
C 22.500 21.521 -6.905
C 22.296 22.265 -5.599
N 23.448 22.169 -4.712
C 23.786 20.836 -4.230
C 22.938 20.340 -3.073
O 23.269 18.957 -2.889
C 22.268 18.198 -2.233
H 21.490 20.256 -8.940
H 22.382 21.698 -9.565
H 20.610 21.657 -9.573
H 23.474 21.777 -7.335
H 22.380 20.438 -6.777
H 21.348 21.957 -5.125
H 22.096 23.319 -5.807
H 23.486 22.875 -3.996
H 24.842 20.889 -3.951
H 23.708 20.088 -5.018
H 21.870 20.431 -3.289
H 23.171 20.900 -2.159
H 22.156 18.500 -1.185
H 22.650 17.175 -2.229
H 21.296 18.184 -2.730
C 20.487 19.853 1.178
O 19.522 20.459 0.349
C 20.044 21.568 -0.332
C 20.050 22.828 0.554
N 20.954 23.861 0.083
C 20.773 24.300 -1.285
C 21.138 25.766 -1.386
O 20.274 26.493 -0.534
C 20.269 27.873 -0.829
H 20.012 19.170 1.886
H 20.942 20.629 1.804
H 21.188 19.258 0.590
H 19.474 21.833 -1.218
H 21.100 21.380 -0.580
H 20.245 22.582 1.599
H 19.006 23.202 0.597
H 20.989 24.623 0.741
H 19.710 24.237 -1.557
H 21.432 23.745 -1.955
H 21.057 26.097 -2.427
H 22.183 25.914 -1.075
H 21.222 28.362 -0.613
H 19.511 28.319 -0.181
H 19.924 28.063 -1.850
*
```

Computed properties:
HOMO-LUMO gap in eV: 5.4
Energy in eV: -52171.4566
ΔE to the lowest compared entry with this formula, charge and spin in kcal per mole: 21.6
LUMO energy in eV: -4.970

***

# 2
C19H46O19S4V2 | ωB97M-V with the def2-TZVPD basis set

The geometry in ORCA input format:
```
! wB97M-V def2-TZVPD RIJCOSX def2/J DEFGRID3
* xyz 0 3
O 13.922 17.412 9.050
V 15.117 16.529 8.459
O 16.913 17.775 4.750
V 16.255 16.405 4.986
C 12.138 17.575 6.574
C 13.411 17.653 5.696
C 13.621 19.057 5.123
O 14.613 17.166 6.290
H 11.371 17.960 5.905
H 12.187 18.064 7.548
H 11.925 16.563 6.925
H 13.337 16.895 4.906
H 14.020 19.716 5.894
H 12.616 19.380 4.844
H 14.256 19.159 4.244
C 15.226 15.663 0.499
C 15.603 16.622 1.626
C 14.573 17.759 1.604
O 15.716 16.086 2.902
H 15.301 16.137 -0.479
H 14.261 15.162 0.615
H 15.885 14.790 0.430
H 16.521 17.123 1.296
H 14.300 18.059 0.587
H 14.988 18.698 1.982
H 13.608 17.561 2.075
C 16.933 15.022 7.214
O 16.637 14.552 6.060
O 16.233 14.734 8.241
O 17.151 16.265 7.139
O 11.063 14.256 8.052
S 12.464 13.971 7.846
O 13.367 14.923 8.435
O 12.939 12.495 8.365
C 11.972 11.408 8.284
C 10.990 11.516 9.453
C 12.962 13.736 6.123
H 12.594 10.515 8.302
H 11.451 11.364 7.326
H 10.152 12.180 9.250
H 11.475 11.783 10.389
H 10.495 10.547 9.561
H 12.590 14.529 5.483
H 12.692 12.709 5.889
H 14.051 13.723 6.218
O 17.589 24.438 4.628
S 18.005 23.875 5.901
O 18.674 24.728 6.822
O 16.645 23.270 6.588
C 15.870 22.335 5.816
C 14.437 22.548 6.297
C 19.006 22.408 5.716
H 16.236 21.311 5.924
H 16.074 22.640 4.785
H 13.792 21.757 5.911
H 14.004 23.522 6.095
H 14.441 22.335 7.368
H 20.031 22.766 5.645
H 18.765 21.894 4.787
H 18.825 21.767 6.574
O 9.712 22.727 0.231
S 9.251 23.459 1.368
O 7.886 23.440 1.778
O 10.197 23.059 2.646
C 9.693 22.058 3.525
C 10.812 21.730 4.491
C 9.750 25.203 1.119
H 9.443 21.120 3.027
H 8.891 22.407 4.177
H 10.601 20.918 5.185
H 11.078 22.638 5.039
H 11.743 21.508 3.963
H 9.052 25.694 0.450
H 10.784 25.324 0.803
H 9.780 25.612 2.131
O 6.147 16.660 8.844
S 7.337 16.104 8.260
O 7.324 14.743 7.709
O 7.848 17.127 7.057
C 7.433 16.908 5.692
C 5.985 16.441 5.567
C 8.761 16.308 9.384
H 8.109 16.187 5.231
H 7.588 17.893 5.254
H 5.626 16.373 4.540
H 5.323 17.059 6.171
H 5.920 15.411 5.913
H 9.004 15.402 9.936
H 8.662 17.154 10.057
H 9.644 16.422 8.756
*
```

Computed properties:
HOMO-LUMO gap (alpha / beta) in eV: 6.1 / 6.8
Energy in eV: -154063.7971
LUMO energy (alpha / beta) in eV: -2.710 / -2.091

***

# 3
C19H47BrN5O11P4 | ωB97M-V with the def2-TZVPD basis set

The geometry in ORCA input format:
```
! wB97M-V def2-TZVPD RIJCOSX def2/J DEFGRID3
* xyz 1 1
C -3.302 0.314 0.759
C -2.528 0.755 -0.529
C -0.982 0.653 -0.387
C -0.411 0.495 -1.855
N -0.323 1.806 0.268
N -0.906 3.017 0.424
C -0.070 3.855 1.020
P -0.418 5.641 1.407
N -1.272 6.366 0.296
N 1.086 3.248 1.296
C 0.875 1.991 0.831
N 1.837 1.050 0.966
C 1.760 -0.340 0.575
O 0.970 -0.992 1.555
O 0.932 -2.345 1.193
P 3.350 1.561 1.762
O 3.508 0.397 2.920
Br 5.039 1.189 0.291
H -4.150 0.981 0.987
H -3.763 -0.668 0.567
H -2.653 0.231 1.644
H -2.822 0.034 -1.306
H -2.865 1.732 -0.918
H -0.784 -0.272 0.177
H 0.663 0.715 -1.905
H -0.632 -0.541 -2.154
H -0.994 1.187 -2.489
H -1.838 3.314 0.157
H 0.833 6.276 1.641
H -1.112 5.689 2.650
H -1.459 5.716 -0.467
H 1.429 -0.528 -0.457
H 2.774 -0.776 0.654
H 0.371 -2.743 1.878
H 4.401 0.449 3.301
O 5.195 -3.952 4.492
P 4.438 -5.122 5.058
O 5.197 -6.371 4.303
C 6.500 -6.743 4.763
C 6.461 -7.386 6.137
O 3.075 -4.943 4.140
C 2.802 -3.739 3.437
C 3.329 -3.808 2.015
O 3.618 -6.123 6.091
C 2.434 -6.852 5.740
C 2.579 -7.818 4.585
H 7.154 -5.867 4.764
H 6.898 -7.453 4.038
H 6.140 -6.670 6.899
H 7.449 -7.756 6.417
H 5.754 -8.216 6.157
H 3.193 -2.874 3.970
H 1.714 -3.623 3.413
H 4.362 -4.155 1.978
H 3.273 -2.836 1.531
H 2.741 -4.520 1.432
H 1.609 -6.159 5.577
H 2.174 -7.426 6.633
H 2.787 -7.319 3.640
H 1.652 -8.381 4.456
H 3.394 -8.521 4.763
O -3.106 2.547 -3.688
P -4.203 3.410 -4.288
O -3.846 3.153 -5.877
C -4.270 1.925 -6.477
C -5.778 1.859 -6.641
O -3.395 4.822 -4.006
C -2.365 4.827 -3.039
C -1.015 4.556 -3.682
O -5.560 4.276 -4.680
C -5.554 5.652 -5.102
C -4.752 5.949 -6.350
H -3.908 1.080 -5.884
H -3.793 1.871 -7.455
H -6.279 1.831 -5.669
H -6.066 0.964 -7.195
H -6.149 2.737 -7.169
H -2.582 4.121 -2.233
H -2.346 5.821 -2.584
H -1.043 3.691 -4.344
H -0.246 4.389 -2.922
H -0.719 5.409 -4.293
H -5.249 6.290 -4.273
H -6.599 5.896 -5.302
H -3.685 5.783 -6.218
H -4.883 6.996 -6.630
H -5.074 5.321 -7.180
*
```

Computed properties:
HOMO-LUMO gap in eV: 8.2
Energy in eV: -157625.8506
ΔE to the lowest compared entry with this formula, charge and spin in kcal per mole: 45.4
LUMO energy in eV: -3.402